# C19H18IN4O2Os

A molecular structure, C19H18IN4O2Os in a non-equilibrium geometry (wB97M-V/def2-TZVPD, OMol25).

E_HOMO (spin up / spin down) = -11.313 / -11.365 eV
Total energy = -1492.387749 Eh
Kohn-Sham gap (spin up / spin down) = 6.55 / 6.59 eV

Structure (ORCA input):
```
! RIJCOSX wB97M-V def2-TZVPD def2/J DEFGRID3
* xyz 1 1
Os -0.074 -0.466 -0.660
O 1.720 0.007 -0.895
C 2.816 0.326 -0.259
C 4.074 -0.195 -0.603
C 5.172 0.207 0.106
C 5.047 1.148 1.158
C 3.826 1.661 1.481
C 2.672 1.244 0.775
C 1.397 1.787 1.040
N 0.283 1.378 0.462
N -0.785 2.204 0.615
C -1.759 1.797 -0.128
O -1.560 0.836 -0.961
C -3.091 2.413 -0.005
C -3.234 3.723 0.443
C -4.499 4.271 0.567
C -5.621 3.509 0.262
C -5.479 2.199 -0.177
C -4.214 1.655 -0.326
H 4.143 -0.889 -1.430
H 6.146 -0.195 -0.137
H 5.930 1.464 1.696
H 3.724 2.377 2.287
H 1.333 2.623 1.726
H -2.350 4.300 0.680
H -4.614 5.295 0.894
H -6.609 3.938 0.365
H -6.356 1.611 -0.411
H -4.084 0.639 -0.679
I -0.013 -3.976 0.677
C 0.936 -2.200 -0.040
H 1.490 -2.554 -0.915
H 1.651 -1.965 0.745
C -4.575 -3.049 1.348
N -3.587 -2.525 0.403
C -3.623 -2.663 -0.970
C -2.511 -2.060 -1.448
N -1.796 -1.561 -0.369
C -2.479 -1.861 0.721
H -5.223 -3.742 0.822
H -5.173 -2.240 1.761
H -4.070 -3.577 2.152
H -4.430 -3.163 -1.476
H -2.172 -1.955 -2.464
H -2.186 -1.610 1.726
*
```

***

# C21H42O7

7 unconnected molecules or ions with the total composition C21H42O7 in a non-equilibrium geometry (wB97M-V/def2-TZVPD, OMol25).

E_HOMO = -9.236 eV
Total energy = -1352.008124 Eh
Kohn-Sham gap = 9.60 eV
Structure (SMILES) = CC(C)=O.CC(C)=O.CC(C)=O.CC(C)=O.CC(C)=O.CC(C)=O.CC(C)=O

Structure (ORCA input):
```
! RIJCOSX wB97M-V def2-TZVPD def2/J DEFGRID3
* xyz 0 1
C 2.923 -1.700 -1.833
C 1.491 -2.104 -2.116
O 0.738 -1.345 -2.682
C 1.022 -3.456 -1.675
H 3.209 -1.824 -0.790
H 2.999 -0.640 -2.087
H 3.617 -2.226 -2.489
H 0.231 -3.819 -2.331
H 0.596 -3.445 -0.669
H 1.835 -4.184 -1.685
C 1.925 -2.699 3.227
C 2.956 -2.416 4.288
O 2.788 -1.497 5.058
C 4.166 -3.309 4.421
H 1.522 -1.754 2.871
H 1.128 -3.279 3.695
H 2.321 -3.267 2.384
H 3.906 -4.359 4.255
H 4.610 -3.230 5.409
H 4.908 -3.050 3.662
C -6.680 1.879 -1.495
C -5.730 0.732 -1.752
O -5.584 -0.160 -0.957
C -5.040 0.747 -3.092
H -6.196 2.844 -1.344
H -7.276 1.691 -0.603
H -7.335 1.939 -2.369
H -4.679 1.760 -3.278
H -5.723 0.376 -3.856
H -4.169 0.091 -3.069
C 4.171 3.200 3.108
C 2.948 2.935 3.967
O 2.647 3.687 4.861
C 2.110 1.701 3.696
H 4.426 2.301 2.542
H 5.019 3.408 3.755
H 3.907 3.978 2.394
H 2.050 1.466 2.633
H 1.120 1.890 4.105
H 2.547 0.845 4.215
C -1.426 0.724 -1.388
C -1.344 -0.011 -0.086
O -2.343 -0.449 0.439
C -0.018 -0.049 0.644
H -1.023 0.122 -2.204
H -0.863 1.660 -1.331
H -2.441 1.019 -1.647
H 0.588 0.812 0.352
H 0.581 -0.915 0.350
H -0.208 -0.026 1.712
C 0.874 5.207 0.966
C 1.778 4.241 0.245
O 1.645 3.051 0.422
C 2.828 4.794 -0.679
H 0.395 4.727 1.814
H 0.102 5.561 0.276
H 1.405 6.101 1.299
H 3.556 4.003 -0.854
H 3.294 5.668 -0.226
H 2.408 5.081 -1.644
C -3.613 -3.914 -4.405
C -3.015 -4.116 -3.026
O -2.837 -5.210 -2.555
C -2.666 -2.843 -2.291
H -3.503 -4.782 -5.043
H -3.075 -3.072 -4.853
H -4.637 -3.554 -4.293
H -2.050 -2.197 -2.917
H -2.200 -3.013 -1.325
H -3.618 -2.327 -2.120
*
```

***

# C39H36ClN2P2Pt

A molecular structure, C39H36ClN2P2Pt in a non-equilibrium geometry (wB97M-V/def2-TZVPD, OMol25).

E_HOMO (spin up / spin down) = -16.389 / -16.377 eV
Expectation value of S² = 6.019
Total energy = -2878.389140 Eh
Kohn-Sham gap (spin up / spin down) = 8.64 / 2.47 eV

Structure (ORCA input):
```
! RIJCOSX wB97M-V def2-TZVPD def2/J DEFGRID3
* xyz 3 5
Pt 0.747 -0.007 0.163
Cl 3.125 -0.098 -0.113
P 0.075 -2.198 -0.223
P 0.128 2.170 -0.242
C 0.368 -3.118 1.329
C 1.269 -2.995 -1.348
C -1.552 -2.829 -0.820
C -1.569 2.909 -0.303
C 0.912 3.163 1.083
C 0.911 2.900 -1.725
C -0.574 -3.966 1.939
C -0.254 -4.611 3.136
C 1.001 -4.424 3.720
C 1.941 -3.587 3.109
C 1.629 -2.947 1.909
H -1.549 -4.118 1.484
H -0.987 -5.258 3.615
H 1.251 -4.928 4.655
H 2.922 -3.426 3.556
H 2.354 -2.285 1.430
C -2.724 -2.437 -0.151
C -3.956 -2.994 -0.507
C -4.050 -3.931 -1.542
C -2.888 -4.308 -2.215
C -1.649 -3.770 -1.863
H -2.682 -1.709 0.661
H -4.857 -2.702 0.025
H -5.020 -4.354 -1.825
H -2.955 -5.032 -3.025
H -0.767 -4.100 -2.403
C 1.775 -4.282 -1.111
C 2.681 -4.836 -2.017
C 3.058 -4.122 -3.156
C 2.519 -2.856 -3.403
C 1.614 -2.294 -2.506
H 1.479 -4.844 -0.225
H 3.099 -5.820 -1.823
H 3.768 -4.554 -3.861
H 2.800 -2.297 -4.291
H 1.216 -1.292 -2.663
C 2.294 3.369 1.020
C 2.938 4.059 2.049
C 2.213 4.507 3.158
C 0.840 4.270 3.235
C 0.183 3.611 2.193
H 2.860 2.949 0.192
H 4.013 4.226 1.983
H 2.724 5.036 3.963
H 0.277 4.590 4.106
H -0.889 3.432 2.242
C -2.633 2.232 0.315
C -3.906 2.811 0.377
C -4.153 4.064 -0.184
C -3.104 4.736 -0.811
C -1.831 4.166 -0.881
H -2.477 1.241 0.745
H -4.714 2.284 0.877
H -5.153 4.511 -0.132
H -3.293 5.715 -1.248
H -1.060 4.725 -1.406
C 1.260 4.259 -1.806
C 1.828 4.754 -2.979
C 2.073 3.902 -4.058
C 1.719 2.555 -3.970
C 1.109 2.053 -2.820
H 1.086 4.942 -0.973
H 2.095 5.807 -3.050
H 2.539 4.284 -4.968
H 1.910 1.884 -4.798
H 0.817 1.007 -2.748
H -3.556 0.175 -2.380
H -3.157 0.044 -2.967
N 1.010 0.283 4.408
C -0.294 -0.165 4.422
C -0.675 -0.288 3.129
N 0.444 0.025 2.318
C 1.429 0.420 3.125
H 1.606 0.442 5.202
H -0.793 -0.368 5.337
H -1.619 -0.602 2.760
H 2.446 0.773 2.833
*
```

***

# C2H5NO3S

2 unconnected molecules or ions with the total composition C2H5NO3S in a non-equilibrium geometry (wB97M-V/def2-TZVPD, OMol25).

E_HOMO (spin up / spin down) = -9.339 / -9.060 eV
Total energy = -757.673300 Eh
Kohn-Sham gap (spin up / spin down) = 8.15 / 7.48 eV

Structure (ORCA input):
```
! RIJCOSX wB97M-V def2-TZVPD def2/J DEFGRID3
* xyz 0 1
C -1.198 0.041 0.598
C -0.306 0.742 -0.525
N 2.641 -0.519 -0.239
O 1.932 -1.318 -0.735
O 3.674 -0.417 0.297
O -2.080 -0.812 0.024
S 1.184 1.541 0.047
H -1.544 0.787 1.337
H -0.566 -0.660 1.265
H -0.813 1.544 -1.146
H -0.041 -0.017 -1.426
H -2.883 -0.912 0.503
*
```